The following is a quantum chemistry calculation of C5H8O2 in the gas phase, from OMol25.

As for the HOMO-LUMO gap: 10.40 eV. As for the SMILES: O[C@H]1C[C@@]2(O)C[C@@H]12. Its spin multiplicity is 1. The LUMO energy is 0.8 eV. As for the energy above the lowest of the compared OMol25 structures with the same formula, charge and spin: 2.149 eV. Its charge is 0.

Last column: Mulliken charge in e.
Element x y z (Å)
O  0.200  0.807  -2.192  -0.541
C  0.019  -0.192  -1.221  0.095
C  1.161  -0.305  -0.191  -0.953
C  0.088  -0.347  0.906  0.666
O  0.006  -1.315  1.891  -0.508
C  -0.594  0.977  0.957  -0.854
C  -0.997  -0.034  -0.093  -0.347
H  -0.480  0.684  -2.865  0.317
H  -0.148  -1.172  -1.689  0.315
H  1.772  -1.201  -0.302  0.282
H  1.810  0.574  -0.145  0.313
H  0.578  -1.053  2.623  0.352
H  -1.338  1.092  1.741  0.293
H  -0.060  1.890  0.698  0.199
H  -2.012  -0.419  -0.106  0.373

The following is a quantum chemistry calculation of a molecular structure, C37H44ClGe2O2PZn at a distorted geometry, from OMol25.

As for the HOMO-LUMO gap: 8.56 eV. Its spin multiplicity is 1. The LUMO energy is 0.2 eV. Its charge is 0.

Last column: Mulliken charge in e.
Element x y z (Å)
Zn  0.639  -1.901  -0.911  0.168
C  0.816  3.005  1.665  -1.272
C  0.815  1.526  2.033  0.528
Ge  -0.938  0.691  1.821  1.202
C  -1.249  -0.555  3.275  -0.629
C  -2.639  -1.204  3.249  -1.131
C  -2.368  2.027  1.703  -0.120
C  -2.912  1.986  0.490  -0.614
Ge  -1.954  0.464  -0.429  -1.210
C  -3.026  -1.081  -0.941  0.103
C  -4.007  -0.912  -2.083  -1.466
C  -0.931  1.060  -1.960  0.712
C  -1.515  2.212  -2.761  -1.447
C  -4.054  2.824  0.022  0.776
C  -4.574  2.647  -1.264  0.171
C  -5.676  3.375  -1.668  -1.119
C  -6.250  4.335  -0.854  -0.526
C  -5.743  4.536  0.409  -0.752
C  -4.648  3.780  0.839  -0.530
H  1.821  3.425  1.822  0.406
H  0.149  3.641  2.285  0.353
H  0.565  3.185  0.607  0.220
H  1.208  1.350  3.040  0.526
H  1.502  0.970  1.398  -0.864
H  -1.082  0.070  4.151  0.637
H  -0.456  -1.319  3.288  0.217
H  -3.446  -0.480  3.243  0.327
H  -2.855  -1.918  4.046  0.399
H  -2.705  -1.763  2.313  0.122
H  -2.645  2.757  2.482  0.322
H  -3.519  -1.444  -0.038  0.363
H  -2.366  -1.865  -1.201  0.146
H  -4.805  -0.180  -1.927  0.336
H  -4.491  -1.888  -2.347  0.398
H  -3.466  -0.611  -2.981  0.332
H  -0.739  0.150  -2.547  0.478
H  0.023  1.348  -1.532  -0.423
H  -2.330  1.879  -3.408  0.292
H  -0.775  2.611  -3.431  0.450
H  -1.870  3.031  -2.126  0.334
H  -4.085  1.945  -1.912  0.533
H  -6.080  3.182  -2.646  0.401
H  -7.036  4.960  -1.248  0.386
H  -6.133  5.303  1.070  0.390
H  -4.311  3.945  1.827  0.417
O  2.013  -1.085  -4.582  -0.695
C  1.931  -1.366  -3.407  0.377
O  0.864  -1.727  -2.819  -0.744
C  3.219  -1.305  -2.526  -0.755
P  2.737  -0.484  -0.974  1.485
C  3.983  -0.852  0.280  0.137
C  3.578  -1.327  1.524  0.242
C  4.545  -1.597  2.488  -0.793
C  5.882  -1.395  2.203  -0.530
C  6.272  -0.927  0.957  -0.787
C  5.326  -0.633  -0.004  -0.464
C  3.027  1.287  -1.373  0.533
C  2.829  1.749  -2.663  -0.497
C  2.972  3.113  -2.925  -0.731
C  3.388  3.975  -1.923  -0.616
C  3.619  3.503  -0.641  -0.701
C  3.435  2.156  -0.354  -0.614
H  4.063  -0.826  -2.998  0.496
H  3.494  -2.317  -2.241  0.560
H  2.522  -1.506  1.697  0.243
H  4.235  -1.956  3.461  0.435
H  6.632  -1.659  2.924  0.400
H  7.323  -0.804  0.799  0.433
H  5.602  -0.204  -0.942  0.413
H  2.507  1.093  -3.476  0.235
H  2.816  3.455  -3.934  0.487
H  3.571  5.002  -2.141  0.435
H  3.927  4.202  0.134  0.417
H  3.648  1.817  0.658  0.454
Cl  -1.376  -4.771  -1.348  -0.210
C  -0.539  -5.178  0.110  1.045
C  -0.314  -6.514  0.384  -0.609
C  0.403  -6.883  1.516  -0.475
C  0.860  -5.891  2.357  -0.859
C  0.613  -4.567  2.065  -0.096
C  -0.077  -4.159  0.936  -0.604
C  -0.327  -2.728  0.652  0.701
H  -0.680  -7.255  -0.305  0.444
H  0.586  -7.926  1.646  0.410
H  1.432  -6.112  3.245  0.388
H  1.023  -3.804  2.733  0.290
H  -0.028  -2.114  1.490  -1.182
H  -1.395  -2.577  0.456  0.561

The following is a quantum chemistry calculation of a molecular structure, C14H17N6O4RhS, from OMol25.

As for the HOMO-LUMO gap (alpha / beta): 8.93 / 5.74 eV. Its spin multiplicity is 5. The LUMO energy (alpha / beta) is -5.2 / -8.7 eV. Its charge is +2.

Last column: Mulliken charge in e.
Element x y z (Å)
Rh  0.080  0.094  1.108  0.586
N  1.091  -1.418  -6.212  -0.336
C  0.660  -0.802  -5.130  1.221
C  -0.743  -0.790  -4.828  -0.659
C  -1.175  -0.160  -3.708  -0.655
C  -0.235  0.472  -2.861  0.013
C  1.142  0.483  -3.140  -0.427
C  1.596  -0.145  -4.261  -0.619
S  -0.887  1.258  -1.408  1.594
O  0.238  1.849  -0.690  -0.674
O  -1.965  2.090  -1.819  -0.616
N  -1.292  -0.036  -0.557  -0.667
C  -2.499  0.004  0.165  0.565
N  -3.673  -0.025  -0.424  -0.486
C  -4.725  0.022  0.397  -0.084
C  -4.599  0.076  1.777  -0.708
C  -3.319  0.088  2.289  -0.060
N  -2.258  0.054  1.483  -0.187
H  0.451  -1.883  -6.842  0.253
H  2.072  -1.434  -6.453  0.249
H  -1.440  -1.278  -5.497  0.351
H  -2.228  -0.128  -3.455  0.475
H  1.814  0.998  -2.468  0.541
H  2.650  -0.151  -4.511  0.352
H  -5.699  0.010  -0.076  0.436
H  -5.462  0.103  2.426  0.391
H  -3.128  0.133  3.354  0.425
N  1.456  -0.655  5.732  -0.220
C  1.158  -1.742  4.743  -0.558
C  0.726  -1.032  3.468  1.163
O  0.414  -1.712  2.481  -0.664
O  0.717  0.230  3.522  -0.824
H  0.852  -0.683  6.553  0.355
H  1.260  0.201  5.172  0.321
H  2.425  -0.652  6.049  0.352
H  0.362  -2.383  5.111  0.299
H  2.040  -2.348  4.558  0.301
C  4.019  2.243  0.606  -0.988
C  3.035  1.177  0.759  0.616
N  2.272  0.329  0.883  -0.388
H  5.012  1.867  0.847  0.362
H  3.772  3.064  1.277  0.302
H  4.012  2.614  -0.417  0.297

The following is a quantum chemistry calculation of 3 unconnected molecules or ions with the total composition C27H41BF25N2O8P2S at a distorted geometry, from OMol25.

As for the HOMO-LUMO gap: 6.99 eV. Its spin multiplicity is 1. The LUMO energy is 1.8 eV. Its charge is -1.

Last column: Mulliken charge in e.
Element x y z (Å)
C  -7.616  3.835  -2.351  -1.291
C  -6.224  3.896  -1.784  0.810
O  -5.463  4.779  -2.014  -0.530
N  -5.932  2.811  -0.885  0.477
C  -6.100  3.323  0.490  -1.139
C  -4.565  2.279  -1.112  -0.877
O  -4.315  2.255  -2.466  -0.538
P  -3.741  0.705  -3.167  1.045
C  -5.605  0.280  -3.620  -0.292
B  -5.801  0.893  -5.029  0.855
O  -5.605  0.140  -6.180  -0.650
O  -6.151  2.250  -5.210  -0.574
C  -3.179  -0.965  -3.873  -1.452
C  -1.958  -1.798  -3.394  0.781
C  -1.639  -1.791  -1.896  -1.065
C  -0.665  -1.562  -4.210  -1.575
C  -1.960  1.399  -2.858  1.596
C  -1.650  2.475  -3.899  0.119
C  -0.912  2.112  -5.132  -0.888
O  -0.323  2.933  -3.983  -0.608
O  -3.872  0.032  -1.558  -0.570
C  -4.456  0.822  -0.559  1.414
C  -3.667  0.589  0.750  -1.902
C  -2.192  1.018  0.738  1.047
C  -1.891  2.295  1.499  0.814
F  -1.568  2.028  2.795  -0.384
F  -2.983  3.112  1.556  -0.237
C  -0.791  3.256  0.945  0.442
F  -1.209  3.778  -0.199  -0.177
F  -0.630  4.248  1.825  -0.297
S  0.939  2.528  0.611  1.416
F  0.400  1.845  -0.707  -0.236
F  0.605  1.193  1.439  -0.350
F  1.545  3.156  1.948  -0.360
F  1.341  3.836  -0.187  -0.357
F  2.368  1.918  0.304  -0.369
P  -6.093  0.003  -0.171  0.134
N  -6.709  0.243  1.264  -0.876
H  -7.806  4.693  -2.994  0.385
H  -7.713  2.894  -2.899  0.161
H  -8.339  3.809  -1.528  0.332
H  -5.735  2.586  1.202  0.436
H  -5.572  4.277  0.626  0.402
H  -7.165  3.488  0.689  0.268
H  -3.841  2.957  -0.630  0.148
H  -3.666  1.362  -4.454  0.285
H  -6.298  0.773  -2.932  -0.498
H  -5.818  -0.794  -3.590  0.147
H  -5.455  0.743  -6.917  0.283
H  -7.035  2.355  -5.570  0.257
H  -3.075  -0.777  -4.949  0.264
H  -4.043  -1.629  -3.784  0.556
H  -2.229  -2.842  -3.607  0.613
H  -0.812  -2.494  -1.710  0.576
H  -1.335  -0.815  -1.522  -0.085
H  -2.491  -2.136  -1.304  0.125
H  0.022  -0.871  -3.709  0.268
H  -0.883  -1.150  -5.200  0.279
H  -0.126  -2.505  -4.356  0.443
H  -1.915  1.951  -1.916  -1.675
H  -1.146  0.678  -2.950  -0.180
H  -2.431  3.236  -4.027  0.673
H  -0.288  1.223  -5.157  0.193
H  -0.858  2.769  -5.995  0.363
H  -4.212  0.970  1.617  0.515
H  -3.656  -0.502  0.862  0.662
H  -1.830  1.046  -0.289  -1.501
H  -1.611  0.244  1.245  0.622
H  -5.655  -1.327  -0.330  0.026
H  -6.981  0.219  -1.227  0.062
H  -7.633  0.654  1.237  0.249
C  2.943  -0.530  2.992  -0.674
C  4.223  -0.735  2.168  0.964
C  4.328  -1.997  1.300  0.038
F  4.299  -3.123  2.043  -0.239
F  5.514  -1.969  0.641  -0.251
F  5.318  -0.616  2.954  -0.224
F  4.239  0.284  1.266  -0.305
O  2.987  -0.839  4.377  -0.420
C  2.713  -2.076  4.878  0.741
C  3.903  -2.633  5.679  0.151
F  4.987  -2.693  4.883  -0.151
F  3.612  -3.879  6.109  -0.260
F  2.309  -2.940  3.929  -0.286
F  1.701  -1.947  5.767  -0.307
H  2.786  0.548  2.977  0.235
H  2.084  -0.982  2.497  0.428
H  3.517  -2.026  0.570  0.313
H  4.115  -1.991  6.535  0.235
C  8.213  -2.699  3.648  -0.556
C  9.193  -2.042  2.672  0.964
C  9.671  -2.881  1.485  0.076
F  10.354  -3.967  1.911  -0.233
F  10.502  -2.129  0.728  -0.269
F  10.254  -1.536  3.336  -0.293
F  8.517  -1.000  2.108  -0.295
O  8.758  -3.218  4.845  -0.435
C  9.221  -4.493  4.934  0.821
C  10.710  -4.530  5.310  0.194
F  11.446  -3.876  4.392  -0.222
F  11.118  -5.820  5.346  -0.265
F  8.980  -5.214  3.826  -0.293
F  8.568  -5.098  5.959  -0.305
H  7.566  -1.888  3.976  0.221
H  7.572  -3.423  3.142  0.369
H  8.822  -3.198  0.873  0.284
H  10.856  -4.074  6.290  0.238

Number 1: calculated total energy -345.72598 Ha. Number 2: calculated total energy -8321.48074 Ha. Number 3: calculated total energy -1681.33052 Ha. Number 4: calculated total energy -5367.27037 Ha.